(1)
Below is a cluster of 2 separate species, C6H14N2O2 in total at a distorted geometry, with properties calculated with ωB97M-V/def2-TZVPD.

Output
Energy relative to the best compared isomer or geometry (same formula, charge and spin): 157.9 kJ/mol
Calculated total energy: -496.99740 Eh
F_max: 2.73 eV/A
M: 146.2 g mol⁻¹
Structure (SMILES): CNC(C)=O.CNC(C)=O
E_LUMO: 0.69 eV
Orbital gap: 10.18 eV

Atoms and positions in Å:
C: 3.478 -1.245 -0.762
C: 2.271 1.682 1.364
C: 2.769 -0.423 0.310
O: 2.039 -1.015 1.078
N: 3.199 0.879 0.537
H: 3.395 -2.330 -0.668
H: 3.345 1.404 -0.320
H: 2.076 1.199 2.318
H: 2.856 -1.058 -1.637
H: 4.511 -0.956 -0.925
H: 2.610 2.722 1.507
H: 1.294 1.829 0.865
C: -1.002 0.441 -0.985
C: -4.486 -1.021 -0.404
C: -2.415 0.340 -0.462
O: -2.863 1.198 0.266
N: -3.083 -0.860 -0.717
H: -1.010 -0.177 -1.911
H: -2.501 -1.667 -0.553
H: -4.743 -2.004 0.021
H: -0.888 1.513 -1.200
H: -0.158 0.401 -0.303
H: -4.820 -0.334 0.385
H: -5.049 -0.920 -1.329

These are the Löwdin partial charges, in e, on atoms 1 to 8:
1 C -0.007
2 C -0.087
3 C -0.554
4 O 0.049
5 N 0.006
6 H 0.084
7 H 0.124
8 H 0.082

***

(2)
Below is a structure of composition C28H38N4P2Pt at a distorted geometry, with properties calculated with ωB97M-V/def2-TZVPD.

Output
Energy relative to the best compared isomer or geometry (same formula, charge and spin): 0.0 kJ/mol
⟨S²⟩: 2.015
Calculated total energy: -2110.31493 Eh
F_max: 3.63 eV/A
M: 687.7 g mol⁻¹
2S+1: 3
E_LUMO (spin up / spin down): -0.75 / -1.45 eV
Orbital gap (spin up / spin down): 5.72 / 5.08 eV

Atoms and positions in Å:
Pt: -0.180 1.127 -0.156
C: -1.413 1.424 -1.787
C: -1.387 -0.037 -2.054
C: -0.351 -0.451 -3.087
C: 0.999 0.320 -2.995
C: 1.378 0.947 -1.678
C: 1.128 2.317 -1.288
C: 0.329 3.212 -2.185
C: -0.911 2.456 -2.746
C: 1.221 1.062 1.837
H: -2.472 1.651 -1.708
H: -2.349 -0.522 -2.374
H: -0.824 -0.166 -4.038
H: -0.218 -1.541 -3.185
H: 1.783 -0.369 -3.367
H: 1.023 1.153 -3.711
H: 2.411 0.662 -1.481
H: 1.856 2.772 -0.607
H: 0.953 3.643 -2.985
H: -0.049 4.030 -1.545
H: -1.719 3.183 -2.909
H: -0.735 1.980 -3.703
H: 0.769 2.064 2.025
H: 2.298 1.269 1.945
H: 0.933 0.405 2.673
P: 1.789 -0.738 0.627
P: -1.620 -0.772 -0.142
N: 3.516 0.108 0.272
N: 2.418 -1.885 1.765
N: -3.660 0.760 -0.112
N: -2.712 -1.584 1.199
C: 1.040 -1.851 -0.591
C: -0.484 -2.132 -0.391
C: 3.809 1.477 0.381
C: 5.073 1.728 -0.127
C: 5.568 0.486 -0.640
C: 4.602 -0.480 -0.378
C: 3.038 -1.487 2.971
C: 4.035 -2.383 3.263
C: 4.037 -3.393 2.240
C: 3.030 -3.092 1.359
C: -3.689 2.129 0.081
C: -4.977 2.633 -0.184
C: -5.765 1.503 -0.514
C: -4.920 0.360 -0.414
C: -3.814 -2.369 0.917
C: -4.258 -2.944 2.102
C: -3.395 -2.485 3.149
C: -2.439 -1.672 2.557
H: 1.549 -2.810 -0.669
H: 1.174 -1.401 -1.574
H: -0.892 -2.692 -1.250
H: -0.672 -2.693 0.529
H: 3.129 2.233 0.765
H: 5.550 2.698 -0.107
H: 6.528 0.341 -1.112
H: 4.570 -1.526 -0.622
H: 2.658 -0.629 3.505
H: 4.724 -2.313 4.090
H: 4.715 -4.222 2.128
H: 2.673 -3.636 0.499
H: -2.820 2.708 0.379
H: -5.235 3.688 -0.155
H: -6.798 1.467 -0.828
H: -5.151 -0.684 -0.576
H: -4.180 -2.465 -0.099
H: -5.089 -3.627 2.182
H: -3.429 -2.725 4.200
H: -1.598 -1.160 2.997
C: -1.377 1.147 1.591
H: -2.467 1.034 1.566
H: -1.188 2.208 1.834
H: -1.068 0.549 2.448

These are the Löwdin partial charges, in e, on atoms 1 to 8:
1 Pt 1.084
2 C -0.375
3 C -0.391
4 C -0.185
5 C -0.191
6 C -0.310
7 C -0.294
8 C -0.179

***

(3)
Below is the ion C12H15N3 with charge +2 at a distorted geometry, with properties calculated with ωB97M-V/def2-TZVPD.

Output
Net charge: +2
⟨S²⟩: 2.038
Calculated total energy: -629.68160 Eh
F_max: 6.77 eV/A
M: 201.3 g mol⁻¹
2S+1: 3
E_LUMO (spin up / spin down): -7.45 / -10.10 eV
Orbital gap (spin up / spin down): 7.41 / 7.15 eV

Atoms and positions in Å:
C: 0.096 -3.567 1.943
C: -0.557 -4.216 0.988
C: -1.034 -3.291 0.054
C: -0.442 1.419 -0.759
C: -0.767 -1.984 0.101
C: 0.211 -1.422 1.388
C: -0.569 0.254 -0.130
C: 1.423 0.929 1.280
C: 1.038 2.341 1.056
C: 0.034 0.088 1.253
C: -1.747 -1.083 -1.910
C: 1.429 2.897 -1.327
N: 0.477 -2.412 2.152
N: -1.094 -0.919 -0.648
N: 0.379 2.528 -0.328
H: -0.724 -5.257 1.069
H: -1.695 -3.762 -0.687
H: -0.646 1.641 -1.855
H: 2.096 0.674 0.501
H: 1.982 0.634 2.124
H: 0.291 2.731 1.696
H: 1.981 2.888 1.074
H: -0.760 0.369 2.014
H: -1.604 -0.280 -2.598
H: -1.724 -2.055 -2.357
H: -2.760 -1.052 -1.498
H: 2.094 2.040 -1.214
H: 0.832 2.954 -2.227
H: 2.005 3.697 -0.969
H: -0.246 3.218 -0.188

These are the Löwdin partial charges, in e, on atoms 1 to 8:
1 C 0.012
2 C 0.043
3 C 0.033
4 C 0.049
5 C -0.045
6 C 0.025
7 C -0.134
8 C -0.055

***

(4)
Below is a structure of composition B3BrFH2O3S at a distorted geometry, with properties calculated with ωB97M-V/def2-TZVPD.

Output
Net charge: -1
Energy relative to the best compared isomer or geometry (same formula, charge and spin): 45.3 kJ/mol
Calculated total energy: -3373.90014 Eh
F_max: 1.40 eV/A
M: 213.4 g mol⁻¹
E_LUMO: 2.92 eV
Orbital gap: 7.47 eV

Atoms and positions in Å:
S: 2.378 -1.127 0.044
B: 0.916 -0.346 -0.686
O: 0.719 1.018 -0.757
B: -0.488 1.328 -0.086
O: -1.587 0.603 -0.540
B: -1.268 -0.736 -0.457
Br: -2.187 -1.889 0.689
O: -0.117 -1.170 -1.129
H: 3.167 -0.049 0.080
H: -0.535 2.101 0.805
F: -0.998 0.268 2.035

These are the Löwdin partial charges, in e, on atoms 1 to 8:
1 S 0.853
2 B -0.999
3 O 0.176
4 B -0.392
5 O 0.161
6 B -1.121
7 Br 0.858
8 O 0.142

***

(5)
Below is a structure of composition C19H24Br36I2N3 at a distorted geometry, with properties calculated with ωB97M-V/def2-TZVPD.

Output
Net charge: +1
Energy relative to the best compared isomer or geometry (same formula, charge and spin): 86.5 kJ/mol
Calculated total energy: -94162.15412 Eh
F_max: 1.82 eV/A
M: 3424.8 g mol⁻¹
E_LUMO: -2.94 eV
Orbital gap: 8.19 eV

Atoms and positions in Å:
C: -0.697 -4.684 -0.414
C: -0.494 -3.203 -0.527
I: 1.544 -2.672 -0.426
C: -1.465 -2.326 -0.677
I: -0.997 -0.244 -0.824
C: -2.929 -2.695 -0.779
C: -3.904 -1.518 -0.584
C: -5.263 -2.114 -0.230
N: -5.468 -3.461 -0.779
C: -4.485 -4.258 -0.287
N: -4.662 -5.517 -0.340
N: -3.315 -3.746 0.199
H: -1.322 -5.106 -1.166
H: 0.266 -5.147 -0.460
H: -1.069 -4.895 0.570
H: -3.190 -3.086 -1.749
H: -3.958 -0.896 -1.454
H: -3.652 -0.952 0.290
H: -6.072 -1.453 -0.459
H: -5.285 -2.233 0.837
H: -5.390 -3.453 -1.793
H: -3.958 -6.163 -0.020
H: -5.496 -5.883 -0.779
H: -3.426 -3.364 1.134
C: -8.877 -0.569 -0.877
Br: -8.670 -2.349 -0.166
Br: -7.603 0.649 -0.100
Br: -8.783 -0.559 -2.798
H: -9.861 -0.226 -0.600
C: 1.648 3.038 1.533
Br: 3.408 3.316 2.251
Br: 0.369 2.645 2.913
Br: 1.070 4.504 0.429
H: 1.695 2.170 0.900
C: -3.269 -4.972 -4.950
Br: -2.024 -4.403 -3.599
Br: -3.650 -6.847 -4.802
Br: -4.881 -3.911 -4.890
H: -2.809 -4.805 -5.912
C: 0.720 7.441 -2.804
Br: 2.609 7.707 -2.590
Br: 0.336 5.702 -3.548
Br: -0.226 7.725 -1.154
H: 0.366 8.174 -3.511
C: -4.102 2.333 1.930
Br: -4.531 0.462 2.108
Br: -5.647 3.299 1.326
Br: -3.383 3.066 3.553
H: -3.346 2.428 1.165
C: -1.991 -1.042 4.839
Br: -3.630 -2.017 5.117
Br: -0.730 -1.335 6.256
Br: -1.224 -1.441 3.117
H: -2.240 0.009 4.837
C: 6.531 5.663 -3.377
Br: 5.802 6.902 -4.658
Br: 7.657 6.546 -2.092
Br: 5.145 4.629 -2.523
H: 7.151 4.969 -3.921
C: -7.058 -8.558 -1.402
Br: -5.325 -8.816 -0.594
Br: -8.440 -8.378 -0.082
Br: -7.045 -7.065 -2.625
H: -7.273 -9.441 -1.982
C: 5.316 2.316 6.027
Br: 5.199 0.766 4.889
Br: 6.141 3.798 5.122
Br: 3.600 2.793 6.757
H: 5.955 2.053 6.856
C: 10.643 3.658 5.785
Br: 9.438 4.086 7.224
Br: 9.909 2.313 4.622
Br: 11.170 5.232 4.810
H: 11.535 3.243 6.227
C: 13.466 0.954 2.248
Br: 12.586 -0.469 3.201
Br: 12.553 1.383 0.610
Br: 13.697 2.512 3.354
H: 14.449 0.601 1.984
C: 2.150 5.454 -7.049
Br: 1.117 4.832 -8.550
Br: 3.436 4.142 -6.475
Br: 2.977 7.154 -7.412
H: 1.464 5.604 -6.229

These are the Löwdin partial charges, in e, on atoms 1 to 8:
1 C -0.186
2 C -0.832
3 I 0.892
4 C -0.700
5 I 0.889
6 C -0.365
7 C -0.221
8 C -0.225

***

(6)
Below is a structure of composition C32H43BrN2P2Zn at a distorted geometry, with properties calculated with ωB97M-V/def2-TZVPD.

Output
Net charge: +2
Energy relative to the best compared isomer or geometry (same formula, charge and spin): 0.0 kJ/mol
Calculated total energy: -6390.06030 Eh
F_max: 4.12 eV/A
M: 663.0 g mol⁻¹
E_LUMO: -6.36 eV
Orbital gap: 7.15 eV

Atoms and positions in Å:
C: -2.510 -1.289 3.679
C: -1.983 -2.175 2.736
C: -2.744 -3.107 2.021
C: -4.097 -3.153 2.379
N: -4.603 -2.333 3.286
C: -3.876 -1.445 3.942
C: -0.594 -2.088 2.515
C: 0.399 -1.581 1.973
C: 1.826 -1.509 1.875
C: 2.650 -0.706 1.035
C: 3.991 -1.045 0.917
C: 4.429 -2.158 1.605
C: 3.712 -2.857 2.580
C: 2.373 -2.514 2.695
Zn: 1.333 0.376 -0.524
P: -1.647 0.779 -0.369
H: -2.323 -3.749 1.236
H: -1.898 -0.522 4.172
H: -4.744 -3.883 1.898
H: -4.337 -0.816 4.701
H: 1.667 -3.074 3.337
H: 2.518 0.322 0.566
H: 4.137 -3.637 3.186
H: 4.686 -0.480 0.300
C: -1.994 2.054 -1.698
C: -3.388 2.230 -2.302
H: -1.279 1.803 -2.506
H: -1.646 3.008 -1.262
H: -3.312 2.976 -3.101
H: -3.768 1.311 -2.758
H: -4.119 2.614 -1.584
C: -2.915 -0.559 -0.718
C: -4.379 -0.403 -0.310
H: -2.499 -1.449 -0.209
H: -2.843 -0.754 -1.803
H: -4.932 -1.285 -0.661
H: -4.502 -0.373 0.779
H: -4.869 0.469 -0.759
C: -2.342 1.574 1.174
C: -3.542 2.520 1.082
H: -1.485 2.117 1.606
H: -2.560 0.737 1.855
H: -3.751 2.913 2.090
H: -3.345 3.389 0.436
H: -4.469 2.030 0.749
Br: 6.211 -2.641 1.174
P: 0.851 -1.232 -2.303
C: -0.591 -1.168 -3.413
C: -0.203 -1.414 -4.872
H: -1.081 -0.182 -3.280
H: -1.301 -1.928 -3.039
H: -1.115 -1.327 -5.479
H: 0.522 -0.661 -5.224
H: 0.202 -2.430 -5.019
C: 2.337 -0.496 -3.082
C: 3.181 -1.498 -3.852
H: 2.925 -0.036 -2.262
H: 1.975 0.328 -3.714
H: 4.051 -0.957 -4.245
H: 3.549 -2.306 -3.200
H: 2.634 -1.919 -4.710
C: 1.164 -2.900 -1.693
C: 0.940 -3.968 -2.755
H: 0.500 -3.042 -0.821
H: 2.192 -2.904 -1.296
H: 1.143 -4.942 -2.305
H: -0.097 -3.972 -3.105
H: 1.619 -3.857 -3.607
N: 1.107 2.081 0.560
C: 1.681 2.887 1.210
C: 2.390 3.898 1.878
C: 3.762 3.754 2.166
C: 4.452 4.805 2.774
C: 3.780 5.987 3.100
C: 2.420 6.129 2.823
C: 1.719 5.089 2.215
H: 4.264 2.826 1.904
H: 5.514 4.690 2.992
H: 4.327 6.800 3.583
H: 1.889 7.046 3.076
H: 0.660 5.180 1.986

These are the Löwdin partial charges, in e, on atoms 1 to 8:
1 C -0.013
2 C -0.271
3 C -0.010
4 C -0.121
5 N 0.076
6 C -0.115
7 C 0.055
8 C 0.024

***

(7)
Below is a cluster of 5 separate species, C29H57N2O9S4 in total at a distorted geometry, with properties calculated with ωB97M-V/def2-TZVPD.

Output
Net charge: +1
Calculated total energy: -3518.32894 Eh
F_max: 1.40 eV/A
M: 706.0 g mol⁻¹
E_LUMO: -2.99 eV
Orbital gap: 7.60 eV

Atoms and positions in Å:
C: 5.960 0.667 0.601
C: 4.987 1.805 0.880
C: 4.271 2.285 -0.388
C: 2.994 1.501 -0.634
C: 2.196 2.009 -1.863
C: 0.878 2.579 -1.405
C: 0.865 3.881 -0.891
C: -0.304 4.470 -0.397
C: -0.240 5.873 0.158
N: -0.487 5.899 1.616
C: -1.470 3.712 -0.436
C: -2.793 4.172 0.088
C: -3.909 3.985 -0.917
O: -3.734 3.591 -2.014
O: -5.145 4.368 -0.495
C: -5.725 3.556 0.515
C: -5.696 4.043 1.918
O: -6.251 2.559 0.188
N: -1.428 2.479 -0.968
C: -0.324 1.874 -1.451
C: -0.526 0.492 -1.967
C: -1.270 -0.353 -0.910
C: -2.533 -1.052 -1.422
C: -3.772 -0.487 -0.759
O: -3.839 -0.869 0.612
C: -3.326 0.030 1.475
C: -2.575 -0.603 2.605
O: -3.471 1.222 1.373
H: 5.422 -0.219 0.274
H: 6.670 0.999 -0.152
H: 6.506 0.398 1.500
H: 5.539 2.620 1.344
H: 4.235 1.497 1.607
H: 4.950 2.168 -1.232
H: 4.037 3.339 -0.243
H: 2.379 1.623 0.259
H: 3.171 0.433 -0.726
H: 2.059 1.213 -2.581
H: 2.748 2.819 -2.330
H: 1.779 4.455 -0.868
H: -1.016 6.454 -0.340
H: 0.719 6.306 -0.097
H: 0.193 6.510 2.051
H: -1.372 6.353 1.798
H: -2.794 5.208 0.394
H: -3.031 3.596 0.983
H: -6.135 5.033 2.009
H: -6.250 3.346 2.529
H: -4.691 4.105 2.327
H: -2.299 1.958 -0.984
H: -1.188 0.572 -2.831
H: 0.407 0.019 -2.252
H: -0.596 -1.118 -0.536
H: -1.497 0.279 -0.052
H: -2.673 -0.941 -2.495
H: -2.509 -2.121 -1.232
H: -3.849 0.592 -0.881
H: -4.650 -0.892 -1.254
H: -2.217 -1.585 2.314
H: -3.230 -0.667 3.468
H: -1.723 0.013 2.865
C: -1.626 -5.847 4.117
S: -2.811 -5.648 2.783
O: -2.249 -4.637 1.845
C: -4.062 -4.811 3.764
H: -0.737 -6.321 3.706
H: -1.368 -4.871 4.527
H: -2.055 -6.485 4.890
H: -3.641 -3.904 4.197
H: -4.416 -5.481 4.548
H: -4.888 -4.555 3.103
C: 2.197 -1.989 -4.938
S: 1.553 -2.528 -3.358
O: 1.766 -1.409 -2.381
C: 2.817 -3.752 -3.039
H: 1.561 -1.184 -5.306
H: 3.217 -1.626 -4.812
H: 2.166 -2.828 -5.635
H: 3.796 -3.273 -3.035
H: 2.765 -4.519 -3.813
H: 2.619 -4.195 -2.065
C: -0.124 -7.348 -5.237
S: -0.209 -5.866 -6.244
O: 1.143 -5.236 -6.216
C: -1.234 -4.924 -5.110
H: 0.513 -8.064 -5.750
H: 0.303 -7.106 -4.263
H: -1.124 -7.765 -5.123
H: -0.732 -4.843 -4.146
H: -2.202 -5.412 -4.997
H: -1.379 -3.931 -5.532
C: 4.748 0.222 6.267
S: 4.723 0.646 4.522
O: 6.135 0.741 4.076
C: 4.124 2.327 4.745
H: 5.137 -0.789 6.358
H: 5.396 0.916 6.802
H: 3.733 0.261 6.664
H: 4.812 2.879 5.385
H: 3.128 2.302 5.187
H: 4.078 2.797 3.765

These are the Löwdin partial charges, in e, on atoms 1 to 8:
1 C -0.096
2 C -0.272
3 C -0.216
4 C -0.179
5 C -0.114
6 C -0.110
7 C 0.091
8 C -0.109

***

(8)
Below is a cluster of 2 separate species, C5H11O3 in total at a distorted geometry, with properties calculated with ωB97M-V/def2-TZVPD.

Output
Net charge: -1
Energy relative to the best compared isomer or geometry (same formula, charge and spin): 206.7 kJ/mol
Calculated total energy: -422.83495 Eh
F_max: 4.91 eV/A
M: 119.1 g mol⁻¹
E_LUMO: 3.06 eV
Orbital gap: 6.87 eV

Atoms and positions in Å:
C: 0.455 1.343 -1.949
C: 0.442 1.906 -0.455
O: 1.782 1.286 -2.297
H: 0.246 0.379 -1.948
H: 0.016 1.852 -2.776
H: -0.359 1.513 0.177
H: 2.235 2.148 -2.275
H: 0.395 3.001 -0.453
H: 1.259 1.432 0.109
C: -0.974 -1.068 0.824
C: 0.400 -1.058 1.482
C: -1.743 -2.436 1.142
O: -1.546 -2.946 2.259
O: -2.529 -2.781 0.176
H: -1.546 -0.337 1.341
H: -0.965 -0.905 -0.218
H: 0.354 -1.602 2.444
H: 0.927 -0.064 1.624
H: 1.150 -1.663 0.793

These are the Löwdin partial charges, in e, on atoms 1 to 8:
1 C -0.286
2 C -0.054
3 O -0.105
4 H 0.054
5 H 0.102
6 H 0.045
7 H 0.091
8 H 0.061